Record 1
Here is C43H42CrN5OS6 as an isolated structure from OMol25. Energies are from ωB97M-V/def2-TZVPD.

Each line ends with the Löwdin spin population.
Cartesian coordinates (Å):
Cr: 2.1399 0.5598 1.2065  3.717
C: 5.3501 -1.9990 2.4359  0.000
C: 5.3970 -0.5257 2.8303  0.007
S: 3.8771 0.2999 3.2490  0.038
C: 2.9496 -0.7645 4.3735  0.005
C: 2.2715 -2.0702 3.8799  0.002
S: 1.3562 -1.8462 2.3145  0.001
C: 1.8882 -3.3005 1.2778  0.001
C: 3.3842 -3.6433 1.2639  0.001
S: 4.4666 -2.2125 0.8617  0.013
H: 4.8432 -2.5816 3.1957  0.000
H: 6.3873 -2.3346 2.3027  0.000
H: 5.8292 0.1141 2.0056  0.001
H: 6.0054 -0.4612 3.7210  0.001
H: 2.1970 -0.1026 4.7213  0.000
H: 3.5942 -0.9633 5.2094  0.001
H: 1.5182 -2.3507 4.6235  0.000
H: 2.9614 -2.9220 3.7700  0.000
H: 1.5637 -3.0139 0.2751  0.000
H: 1.3265 -4.1363 1.6661  0.000
H: 3.5520 -4.4008 0.4746  0.000
H: 3.7205 -4.0864 2.2206  0.000
N: 0.4315 1.1133 2.4423  0.022
S: -0.9160 0.7679 2.0406  0.023
N: -1.2706 -0.0275 0.5997  0.008
S: -1.2895 0.4221 -0.8430  0.005
N: -0.0438 1.0077 -1.5619  0.009
S: 1.4032 0.2796 -1.7190  0.027
N: 2.1459 -0.3042 -0.5938  0.029
C: 1.2776 -0.9709 -2.9621  -0.001
C: 2.1207 -2.0833 -2.8501  0.001
C: 2.0739 -3.0825 -3.8018  0.000
C: 1.1498 -3.0550 -4.8285  0.001
C: 0.2722 -1.9970 -4.9389  0.000
C: 0.3887 -0.9477 -4.0317  0.000
C: 2.1301 1.5740 -2.7007  0.005
C: 1.3889 2.3784 -3.5666  0.001
C: 1.9595 3.3634 -4.3211  0.000
C: 3.3226 3.6071 -4.2156  0.000
C: 4.0614 2.8297 -3.3436  0.000
C: 3.5167 1.8213 -2.5821  0.001
C: -2.5168 1.7053 -1.1421  0.001
C: -2.1361 2.9109 -1.6928  0.000
C: -3.1386 3.7747 -2.0757  0.000
C: -4.4586 3.4771 -1.9387  0.000
C: -4.8286 2.3105 -1.3112  0.000
C: -3.8417 1.4120 -0.8899  0.000
C: -1.9456 -1.0287 -1.7082  0.001
C: -1.5279 -2.2380 -1.1925  0.000
C: -1.9164 -3.4264 -1.8401  0.000
C: -2.7407 -3.3376 -2.9555  0.000
C: -3.2067 -2.1193 -3.4445  0.000
C: -2.7954 -0.9509 -2.8364  0.000
C: -2.0781 2.1302 2.0933  0.002
C: -1.4978 3.3973 2.0673  0.001
C: -2.3044 4.5174 2.2092  0.000
C: -3.6538 4.3572 2.3627  0.001
C: -4.2441 3.0942 2.4443  0.000
C: -3.4513 1.9690 2.2728  0.001
C: -1.7223 -0.5448 3.0458  0.002
C: -1.4743 -0.4949 4.3991  0.001
C: -2.0602 -1.4493 5.2577  0.000
C: -2.8545 -2.4654 4.7410  0.000
C: -3.0917 -2.4733 3.3864  0.000
C: -2.5374 -1.5362 2.5342  0.000
H: 2.8639 -2.0968 -2.0643  0.000
H: 2.7523 -3.9459 -3.6973  0.000
H: 1.1340 -3.8689 -5.5379  0.000
H: -0.5449 -2.0130 -5.6397  0.000
H: -0.2988 -0.1334 -4.1546  0.000
H: 0.2890 2.2696 -3.7329  0.000
H: 1.4151 4.0094 -4.9768  0.000
H: 3.7885 4.3791 -4.8088  0.000
H: 5.1142 3.0142 -3.2679  0.000
H: 4.0854 1.2783 -1.8638  0.000
H: -1.1005 3.1636 -1.8216  0.000
H: -2.9092 4.7282 -2.5354  0.000
H: -5.1890 4.1757 -2.2970  0.000
H: -5.8871 2.0300 -1.1477  0.000
H: -4.1460 0.4632 -0.4012  0.000
H: -0.9418 -2.2380 -0.2688  0.000
H: -1.6223 -4.3943 -1.4735  0.000
H: -2.9883 -4.2592 -3.4545  0.000
H: -3.8831 -2.0992 -4.2785  0.000
H: -3.0981 0.0140 -3.2281  0.000
H: -0.4128 3.5345 1.9677  0.000
H: -1.8394 5.4935 2.2403  0.000
H: -4.2593 5.2400 2.5317  0.000
H: -5.2890 2.9985 2.7336  0.000
H: -3.8580 0.9634 2.3338  0.000
H: -0.8113 0.2587 4.7676  0.000
H: -1.8523 -1.4242 6.3169  0.000
H: -3.2560 -3.2400 5.3803  0.000
H: -3.6658 -3.3003 2.9420  0.000
H: -2.7501 -1.6684 1.4745  0.000
O: 0.8364 4.0841 -0.4910  0.025
C: 1.4995 3.2491 0.0354  0.028
N: 2.1461 2.3886 0.5301  0.012

Properties
**Expectation value of S²**: 6.013
**Total charge**: +1
**2S+1**: 5

***

Record 2
Here is C43H42N7O8S3Ti as an isolated structure from OMol25. Energies are from ωB97M-V/def2-TZVPD.

Each line ends with the Löwdin charge.
Cartesian coordinates (Å):
Ti: -0.1371 0.3943 0.1206  0.828
S: 0.6118 -1.8631 2.9691  0.650
C: -0.0906 -2.4866 1.5660  -1.064
S: 0.4838 -1.9590 -0.0218  0.670
C: -1.0894 -3.4497 1.6325  -0.417
C: -1.5504 -3.9609 2.8522  -0.299
N: -1.9697 -4.4294 3.8183  0.127
C: -1.7376 -3.9855 0.5227  -0.279
N: -2.3249 -4.4381 -0.3614  0.145
O: -0.6923 0.1283 -1.9683  -0.190
C: -1.9222 0.5075 -2.5493  -0.216
C: -2.8935 -0.6709 -2.6272  -0.147
C: -2.7621 -1.5180 -1.3577  -0.164
C: -3.0212 -0.7687 -0.0749  -0.232
C: -4.3261 -0.5732 0.3427  -0.011
C: -4.5940 -0.0780 1.6145  -0.032
C: -3.5090 0.0718 2.4788  -0.035
C: -2.2369 -0.1233 1.9983  -0.125
N: -1.9577 -0.4163 0.7002  -0.012
H: -0.1959 -0.4742 -2.5496  0.098
H: -1.7595 0.9517 -3.5406  0.133
H: -2.3234 1.2892 -1.8953  0.109
H: -2.6596 -1.2953 -3.4939  0.116
H: -3.9113 -0.2948 -2.7352  0.112
H: -1.7558 -1.9486 -1.3117  0.050
H: -3.4550 -2.3608 -1.4113  0.108
H: -5.1404 -0.8332 -0.3201  0.118
H: -5.6060 0.0972 1.9482  0.106
H: -3.6631 0.3224 3.5179  0.109
H: -1.3837 -0.0972 2.6743  0.081
O: 3.8528 1.6759 5.6526  -0.060
C: 3.9741 0.5862 4.7632  -0.224
C: 3.0795 0.7494 3.5719  -0.211
C: 3.4257 0.1400 2.3448  -0.029
C: 2.4748 0.0682 1.3635  -0.206
N: 1.2523 0.5921 1.4944  -0.114
C: 1.0043 1.4159 2.5582  -0.234
C: 1.8946 1.4330 3.6480  0.034
C: -0.1942 2.1681 2.4286  -0.203
C: -0.7595 2.9848 3.4280  0.037
C: -1.9435 3.6405 3.2007  -0.214
C: -2.6367 4.3993 4.2980  -0.232
O: -3.7224 3.6658 4.8371  -0.064
C: -2.5488 3.4922 1.9289  -0.011
C: -1.9570 2.6740 0.9991  -0.135
N: -0.8238 1.9996 1.2118  -0.033
H: 4.3038 1.4476 6.4707  0.084
H: 3.6831 -0.3471 5.2663  0.132
H: 5.0164 0.4811 4.4324  0.118
H: 4.4023 -0.2972 2.2000  0.106
H: 2.6558 -0.4476 0.4257  0.051
H: 1.6417 1.9702 4.5462  0.112
H: -0.2564 3.0655 4.3810  0.115
H: -3.0803 5.3256 3.9240  0.119
H: -1.9100 4.6431 5.0879  0.115
H: -3.4042 2.7874 5.0741  0.083
H: -3.4698 4.0058 1.7043  0.111
H: -2.4088 2.5494 0.0191  0.112
C: 3.7135 -4.5123 2.3371  -0.093
C: 3.3266 -3.6100 1.1755  -0.256
C: 4.5241 -3.3049 0.2739  -0.173
N: 4.2331 -2.3395 -0.7739  0.022
C: 3.2237 -2.3812 -1.6662  -0.910
S: 2.7411 -0.9913 -2.4371  0.686
N: 2.6057 -3.5663 -1.9853  0.094
C: 3.0635 -4.8631 -2.0999  -0.419
O: 2.2733 -5.7885 -2.1227  0.098
C: 4.5150 -5.0851 -2.2949  -0.164
C: 5.0331 -6.3180 -1.8817  -0.024
C: 6.3582 -6.6289 -2.1038  -0.079
C: 7.1831 -5.7250 -2.7600  -0.085
C: 6.6698 -4.5109 -3.1923  -0.074
C: 5.3472 -4.1832 -2.9609  -0.026
H: 2.8335 -4.7169 2.9394  0.072
H: 4.4594 -4.0383 2.9722  0.069
H: 4.1149 -5.4595 1.9829  0.068
H: 2.9126 -2.6792 1.5646  0.049
H: 2.5452 -4.0935 0.5900  0.097
H: 4.8929 -4.2314 -0.1778  0.099
H: 5.3402 -2.8813 0.8645  0.126
H: 4.5532 -1.3943 -0.6132  0.116
H: 1.6022 -3.4696 -2.1093  0.116
H: 4.3678 -7.0140 -1.3896  0.122
H: 6.7587 -7.5768 -1.7733  0.101
H: 8.2181 -5.9750 -2.9465  0.099
H: 7.3037 -3.8135 -3.7215  0.103
H: 4.9509 -3.2452 -3.3219  0.108
O: -0.3114 2.7981 -1.4433  0.039
C: 0.8610 2.4756 -1.2594  -0.587
O: 1.2342 1.3299 -0.8692  -0.168
C: 2.0301 3.4192 -1.4331  -0.107
C: 2.8342 3.6018 -0.3156  -0.008
C: 4.0344 4.2992 -0.3875  0.018
C: 4.4043 4.7800 -1.6195  -0.206
O: 5.5547 5.4490 -1.9747  0.023
C: 5.4689 5.6245 -3.3705  -0.178
O: 4.1988 5.2148 -3.8257  0.024
C: 3.5883 4.6248 -2.7390  -0.191
C: 2.3905 3.9515 -2.6719  0.074
H: 2.5152 3.1865 0.6300  0.117
H: 4.6666 4.4301 0.4744  0.117
H: 6.2535 5.0237 -3.8666  0.136
H: 5.6304 6.6839 -3.6158  0.134
H: 1.7702 3.8232 -3.5424  0.130

Properties
**Total charge**: -1

***

The evaluated energy above the lowest of the compared OMol25 structures with the same formula, charge and spin for the records listed, in turn: 2.0, 38.0 kcal per mole.
The evaluated max |F| for the records listed, in turn: 2.23, 2.94 eV/A.
The evaluated E_tot for the records listed, in turn: -148192.4744, -127707.7531 eV.